# 1
# C12H17N

A cluster of 2 separate species, C12H17N in total (ωB97M-V with the def2-TZVPD basis set, the OMol25 dataset).

XYZ file:
```
30
C12H17N (ωB97M-V with the def2-TZVPD basis set)
C -1.477 0.446 -1.216
C -0.447 0.544 -0.033
C 0.498 -0.607 -0.316
C 1.622 -0.659 -1.093
N 2.240 -1.965 -0.896
C 1.451 -2.751 -0.032
C 1.661 -4.058 0.357
C 0.885 -4.461 1.424
C -0.345 -3.723 1.845
C -0.573 -2.416 1.289
C 0.385 -1.961 0.419
H -1.372 -0.653 -1.429
H -1.353 1.284 -1.851
H -2.445 0.407 -0.942
H 0.153 1.435 0.021
H -0.972 0.293 0.802
H 2.260 0.202 -1.697
H 2.800 -2.388 -1.655
H 2.379 -4.735 0.044
H 0.976 -5.443 1.857
H -0.954 -4.194 2.598
H -1.442 -1.781 1.382
C -0.328 4.108 0.314
C -1.100 5.182 -0.467
H 0.712 4.045 -0.145
H -0.332 4.451 1.384
H -0.769 3.207 0.061
H -2.043 5.470 -0.022
H -1.503 4.691 -1.393
H -0.566 6.027 -0.608
```

The LUMO energy is 0.95 eV. As for the structure (SMILES): CCc1c[nH]c2ccccc12.CC. As for the gap between HOMO and LUMO: 8.9 eV. The HOMO energy comes out at -7.931 eV.

=====

# 2
# C8H14S

A structure of composition C8H14S (ωB97M-V with the def2-TZVPD basis set, the OMol25 dataset).

XYZ file:
```
23
C8H14S (ωB97M-V with the def2-TZVPD basis set)
C -2.821 0.863 0.837
C 1.753 -0.595 -0.579
C 0.425 0.308 -3.110
C -2.066 0.043 1.636
C 0.461 0.363 1.791
C -0.709 0.174 1.547
C 1.480 1.183 2.346
C -0.591 -1.577 -1.487
S 0.226 -0.011 -1.520
H -3.755 1.254 0.938
H -2.206 1.235 0.020
H 1.872 -1.636 -0.577
H 2.590 -0.105 -1.030
H 0.663 1.333 -3.392
H 0.709 -0.503 -3.795
H -2.515 -0.508 2.524
H 1.815 -0.313 0.765
H 0.889 1.708 3.068
H 2.337 0.621 2.750
H 2.018 1.939 1.688
H -0.827 -1.784 -0.445
H -1.476 -1.489 -2.082
H -0.271 -2.504 -1.897
```

The LUMO energy is 0.60 eV. As for the gap between HOMO and LUMO: 7.8 eV. The HOMO energy comes out at -7.168 eV.

=====

In order of appearance, ΔE to the lowest compared entry with this formula, charge and spin = 3.053, 6.780 eV.